Here is one molecule with the formula C5H8N2 from the Open Molecules 2025 dataset. Energies are from ωB97M-V with the def2-TZVPD basis set.

XYZ file:
```
15
Properties=species:S:1:pos:R:3:forces:R:3
C -2.486272 -0.491584 -0.014021 -0.2 -0.1 0.0
N -1.331919 0.401998 0.214142 -0.3 0.6 0.7
C -0.039960 0.208705 -0.557698 0.1 0.6 -0.2
C 1.277926 0.196391 0.079920 0.1 0.1 0.0
C 2.462375 -0.647529 0.300650 0.1 -0.2 0.2
C 0.818873 1.385906 -0.142641 0.3 -0.4 -0.7
N -1.439293 1.417663 0.867181 -0.3 -0.6 0.1
H -2.928949 -0.274745 -0.991890 0.2 -0.1 0.1
H -3.191177 -0.220627 0.770329 0.0 -0.2 -0.2
H -2.211893 -1.547963 0.041433 0.1 0.1 0.0
H -0.203598 -0.320993 -1.514597 0.0 0.8 0.1
H 3.350249 -0.056562 0.052595 -0.1 -0.2 0.2
H 2.416567 -1.504458 -0.377994 0.1 0.0 0.2
H 2.542399 -1.003368 1.326931 0.1 -0.1 0.0
H 0.964671 2.457168 -0.054343 -0.2 -0.4 -0.5
```
Positions in Å, forces in eV/Å.

LUMO	0.034	Eh
ΔE to the lowest compared entry with this formula, charge and spin	510.7	kJ/mol
HOMO level	-7.58	eV
charge	0
electronic energy	-8289.7029	eV
spin multiplicity	1
orbital gap	8.494	eV
max |F|	0.018	hartree/bohr

Atom charges from the Mulliken analysis, given in e for atoms 1 to 4: -0.860 0.627 -0.406 0.381



Here is one molecule with the formula C5H8N2 from the Open Molecules 2025 dataset. Energies are from ωB97M-V with the def2-TZVPD basis set.

XYZ file:
```
15
Properties=species:S:1:pos:R:3:forces:R:3
C 2.235598 -0.309108 -0.231921 0.2 -0.1 0.1
C 0.838348 -0.206868 0.276154 0.1 -0.1 0.1
C -0.209622 -1.038035 0.010338 0.0 0.1 -0.1
C -1.417446 -0.293286 0.293314 0.2 0.5 0.0
N -2.482296 -0.025257 -0.630321 -0.3 0.1 0.1
C -1.021208 0.820468 0.977770 0.0 0.2 -0.2
N 0.357181 0.904665 0.949485 0.2 0.0 0.0
H 2.972161 -0.513236 0.546268 0.1 0.1 0.0
H 2.281337 -1.108075 -0.978007 0.0 0.1 0.2
H 2.516647 0.620381 -0.746854 0.0 -0.2 0.2
H -0.094827 -2.074768 -0.284940 -0.2 0.3 -0.5
H -1.974586 0.408037 -1.399606 -0.7 -0.1 0.0
H -3.065545 -0.748405 -1.005921 0.0 -0.7 0.2
H -1.626826 1.622939 1.374598 0.1 0.1 -0.4
H 0.748207 1.827152 0.825306 0.3 -0.2 0.4
```
Positions in Å, forces in eV/Å.

LUMO	0.037	Eh
ΔE to the lowest compared entry with this formula, charge and spin	159.3	kJ/mol
HOMO level	-7.88	eV
charge	0
electronic energy	-8293.3453	eV
spin multiplicity	1
orbital gap	8.872	eV
structure (SMILES)	Cc1cc(N)c[nH]1
max |F|	0.014	hartree/bohr

Atom charges from the Mulliken analysis, given in e for atoms 1 to 4: -1.085 0.328 -0.631 0.252



> Look up the ΔE to the lowest compared entry with this formula, charge and spin of the second one.

159.3 kJ/mol



> Which of these has the lowest orbital gap?

number 1



> What is the HOMO level in the first record?

-7.58 eV